Arrangement i

A gas-phase ion, C6H13N4 (charge +1), computed with ωB97M-V with the def2-TZVPD basis set.

2S+1: 1
HOMO energy in eV: -11.895
Total charge: +1
SMILES string: CCC(=[NH2+])N1CCC(N)=N1

Each line ends with the Löwdin charge.
Geometry (Å):
1 C 2.91363 0.36790 -0.06453  -0.39
2 C 2.68440 -1.14605 0.13600  0.01
3 C 0.98227 -1.16769 -0.00126  -0.08
4 C -0.85172 0.65305 -0.07350  -0.20
5 C -3.28266 0.37130 0.11586  -0.08
6 C -1.93042 -0.37526 0.03746  -0.17
7 N 0.59961 0.27267 -0.00778  -0.09
8 N 1.78345 1.07278 -0.05976  0.09
9 N 4.07100 0.97865 0.03747  0.18
10 N -1.06111 1.96599 -0.10126  0.17
11 H 3.41835 -1.68964 -0.47352  0.11
12 H 2.72114 -1.36858 1.28404  0.15
13 H 0.51094 -1.60854 -0.95871  0.14
14 H 0.49181 -1.59168 0.82467  0.08
15 H -4.16259 -0.23839 0.33002  0.09
16 H -3.34743 0.80042 -0.93628  0.11
17 H -3.28795 1.19954 0.86969  0.09
18 H -1.77169 -0.96708 -0.91172  0.15
19 H -1.74432 -1.10243 0.82936  0.12
20 H 4.93016 0.71006 0.43007  0.11
21 H 4.13078 1.95538 -0.05734  0.11
22 H -0.11496 2.43608 -0.17259  0.14
23 H -1.95517 2.53485 0.08876  0.17

Arrangement ii

A molecular structure, C6H13N4, computed with ωB97M-V with the def2-TZVPD basis set.

2S+1: 1
HOMO energy in eV: -12.703
Total charge: +1

Each line ends with the Löwdin charge.
Geometry (Å):
1 C -1.40974 0.08193 1.44437  -0.04
2 C -1.30903 -1.22501 0.94149  -0.12
3 C -0.49526 1.05264 1.30395  -0.33
4 C 1.10076 -0.34982 -0.29135  -0.37
5 C -0.72395 0.27546 -1.99421  -0.09
6 C 0.73930 -0.14307 -1.73251  -0.20
7 N -0.35484 -1.54892 0.11427  0.10
8 N 0.71338 0.74841 0.50667  0.15
9 N -0.54850 2.18592 1.86931  0.22
10 N 2.33470 -0.96326 -0.03109  0.17
11 H -2.26445 0.25756 2.03216  0.11
12 H -1.90399 -2.03810 1.42469  0.15
13 H -0.76603 0.76484 -2.97449  0.08
14 H -1.00643 1.07864 -1.23382  0.09
15 H -1.41449 -0.63617 -2.06092  0.10
16 H 1.34066 0.63700 -2.14624  0.11
17 H 0.97877 -1.02179 -2.42123  0.14
18 H -0.06831 -2.58778 0.03664  0.16
19 H 1.46352 1.11219 0.99499  0.11
20 H -1.41690 2.63902 2.08143  0.15
21 H 0.21276 2.77322 1.88370  0.11
22 H 2.24376 -1.29434 0.86100  0.07
23 H 2.55430 -1.79858 -0.60882  0.14

Arrangement iii

A molecular structure, C6H13N4, computed with ωB97M-V with the def2-TZVPD basis set.

2S+1: 1
HOMO energy in eV: -12.588
Total charge: +1

Each line ends with the Löwdin charge.
Geometry (Å):
1 C 2.45207 -0.55550 -0.03842  -0.08
2 C 2.43574 0.81850 0.29966  -0.16
3 C 1.37399 -1.38523 -0.04337  -0.02
4 C 1.35616 1.56924 0.38269  0.12
5 C 0.10037 -0.79948 0.53513  -0.25
6 C -0.20958 0.43724 -0.12714  -0.51
7 N -1.11607 -1.68724 0.15934  0.21
8 N -2.52546 0.50995 0.39358  0.01
9 N -1.23988 1.15719 0.49520  -0.06
10 N -0.29650 0.31722 -1.53254  0.12
11 H 3.36847 -1.05177 -0.40294  0.13
12 H 3.32578 1.34650 0.59772  0.11
13 H 1.28866 -2.39412 -0.28278  0.10
14 H 1.26014 2.65302 0.61643  0.11
15 H 0.25969 -0.62067 1.64441  0.19
16 H -1.47328 -2.51898 0.78518  0.23
17 H -1.87698 -0.96880 0.16188  0.07
18 H -3.03185 0.42379 1.26344  0.11
19 H -2.98699 1.09204 -0.34746  0.13
20 H -1.36379 2.10288 0.03491  0.15
21 H -0.74602 -2.00535 -0.66117  0.09
22 H -0.92578 0.99909 -1.96025  0.10
23 H 0.57113 0.56045 -1.97349  0.10

The structure with the most favorable energy is arrangement ii; the runner-up is 0.813 eV above it.

Arrangement i

A gas-phase ion, C6H13N4 (charge +1), computed with ωB97M-V with the def2-TZVPD basis set.

2S+1: 1
HOMO energy (spin up / spin down) in eV: -11.999 / -12.000
Total charge: +1

Each line ends with the Löwdin charge.
Geometry (Å):
1 C 1.74354 -0.10616 -0.77940  -0.13
2 C 1.83998 -1.45190 -0.01961  -0.15
3 C 1.52177 1.18012 0.13422  -0.12
4 C 0.62671 -2.01259 0.65052  -0.07
5 C -0.83732 0.55580 1.00854  -0.13
6 C -2.95880 0.36689 -0.42406  0.00
7 N -0.55046 -2.01005 0.24715  0.07
8 N -1.39115 -1.31078 -0.32433  0.10
9 N -1.66220 -0.05710 0.01177  -0.20
10 N 0.11102 1.49647 0.35987  -0.01
11 H 2.63561 0.09381 -1.43027  0.13
12 H 0.77785 -0.21834 -1.43479  0.14
13 H 2.00150 -2.15452 -0.88055  0.14
14 H 2.77671 -1.47777 0.66912  0.16
15 H 2.07169 1.21727 0.97204  0.10
16 H 1.76461 2.04156 -0.38566  0.11
17 H 0.71787 -2.82343 1.35033  0.13
18 H -1.39889 1.23629 1.62136  0.08
19 H -2.77703 1.29560 -1.07723  0.13
20 H -3.28451 -0.41300 -1.09544  0.10
21 H -3.51661 0.39554 0.42069  0.06
22 H 0.13480 2.37377 0.93588  0.19
23 H -0.34669 1.78252 -0.53014  0.18

Arrangement ii

A gas-phase ion, C6H13N4 (charge +1), computed with ωB97M-V with the def2-TZVPD basis set.

2S+1: 1
HOMO energy in eV: -12.719
Total charge: +1
SMILES string: CCC(=[NH2+])/N=C(N)/C=C\N

Each line ends with the Löwdin charge.
Geometry (Å):
1 C 1.04297 1.25792 1.82715  -0.03
2 C 0.74554 0.25793 2.76637  -0.05
3 C 0.88510 1.04630 0.42620  -0.32
4 C 0.01457 -1.04497 -0.65587  -0.41
5 C -1.45144 0.54166 -2.02260  -0.06
6 C -1.35464 -0.71661 -1.17313  -0.15
7 N 0.10756 -0.92282 2.35947  0.13
8 N 0.76881 -0.13608 -0.15769  0.16
9 N 1.06981 2.11430 -0.44792  0.17
10 N 0.56722 -2.24419 -0.90663  0.21
11 H 1.46780 2.16375 2.09727  0.09
12 H 0.79752 0.59882 3.79162  0.13
13 H -1.28310 1.26752 -1.27904  0.06
14 H -2.37803 0.76172 -2.33390  0.05
15 H -0.77919 0.41812 -2.84561  0.10
16 H -1.61502 -1.67016 -1.78538  0.15
17 H -2.08197 -0.58385 -0.25587  0.17
18 H 0.06516 -1.66660 3.02804  0.11
19 H -0.10791 -1.08823 1.38611  0.05
20 H 0.81580 3.04660 -0.12453  0.13
21 H 0.84870 1.73399 -1.37897  0.11
22 H 1.48872 -2.32020 -0.62282  0.10
23 H 0.36604 -2.81491 -1.69226  0.12

The structure with the most favorable energy is arrangement ii; the runner-up is 5.256 eV above it.

Arrangement i

A molecular structure, C20H40O40S10, computed with ωB97M-V with the def2-TZVPD basis set.

2S+1: 1
HOMO energy in eV: -10.700
Total charge: 0

Each line ends with the Löwdin charge.
Geometry (Å):
1 C 1.05777 1.86434 -6.29941  -0.17
2 C 0.34099 3.16806 -5.93883  -0.14
3 O -1.03407 2.82897 -5.69129  -0.19
4 S -1.24447 1.25199 -5.45048  0.62
5 O -2.07251 0.73016 -6.48712  -0.22
6 O -1.53171 0.95622 -4.09105  -0.22
7 O 0.28938 0.84303 -5.70455  -0.18
8 H 2.07935 1.85675 -5.92256  0.12
9 H 1.14888 1.75033 -7.38307  0.13
10 H 0.35181 3.87722 -6.76176  0.13
11 H 0.71907 3.59729 -5.01158  0.12
12 C 3.26650 -2.00826 -4.31669  -0.14
13 C 3.82070 -2.60658 -3.02586  -0.16
14 O 4.34985 -3.86788 -3.50286  -0.21
15 S 5.22140 -3.48411 -4.78396  0.62
16 O 5.50156 -4.60477 -5.60287  -0.22
17 O 6.30586 -2.66947 -4.32682  -0.23
18 O 4.05874 -2.53908 -5.41803  -0.19
19 H 3.36854 -0.92411 -4.33072  0.10
20 H 2.22392 -2.24102 -4.52890  0.12
21 H 3.03339 -2.81768 -2.30899  0.11
22 H 4.57020 -1.97020 -2.56466  0.12
23 C 1.26885 5.07357 5.32749  -0.15
24 C 2.25537 4.01640 5.85187  -0.15
25 O 2.51285 3.16762 4.73291  -0.18
26 S 1.51348 3.44890 3.46759  0.63
27 O 0.90202 2.23384 3.05880  -0.20
28 O 2.28378 4.16359 2.49934  -0.24
29 O 0.51830 4.37623 4.32706  -0.21
30 H 1.78267 5.89581 4.81770  0.13
31 H 0.55592 5.48301 6.03550  0.14
32 H 1.66989 3.36275 6.49589  0.10
33 H 3.12417 4.50941 6.27176  0.13
34 C -1.05423 -1.53389 0.02975  -0.16
35 C -1.10474 -0.51442 -1.11818  -0.17
36 O 0.20873 0.00914 -1.32692  -0.17
37 S 1.18097 -0.53065 -0.17869  0.61
38 O 1.06012 0.27237 0.99574  -0.21
39 O 2.44441 -0.88015 -0.72951  -0.21
40 O 0.34629 -1.86899 0.09268  -0.20
41 H -1.75936 -2.31202 -0.24339  0.11
42 H -1.27624 -1.04143 0.97588  0.11
43 H -1.74192 0.31066 -0.78502  0.12
44 H -1.54776 -0.83907 -2.05408  0.11
45 C -1.57839 -3.56298 3.99220  -0.10
46 C -0.34241 -3.88665 3.14750  -0.17
47 O -0.40595 -5.25732 2.76207  -0.19
48 S -1.15317 -6.07346 3.97513  0.62
49 O -0.18835 -6.25101 5.01518  -0.23
50 O -1.87150 -7.16848 3.43868  -0.21
51 O -2.12532 -4.87046 4.33811  -0.21
52 H -2.39056 -3.17233 3.38435  0.10
53 H -1.34955 -3.13073 4.96149  0.14
54 H 0.59341 -3.74473 3.69474  0.13
55 H -0.23174 -3.26747 2.25864  0.11
56 C -2.91807 0.48782 5.00223  -0.15
57 C -1.69479 0.55192 4.09280  -0.18
58 O -0.60850 0.47566 5.01337  -0.19
59 S -1.03026 1.16048 6.42404  0.63
60 O -0.34688 2.37678 6.70090  -0.22
61 O -0.99946 0.10353 7.37198  -0.22
62 O -2.52832 1.49940 5.96086  -0.19
63 H -3.11820 -0.44394 5.53208  0.13
64 H -3.83168 0.77099 4.48556  0.13
65 H -1.68516 1.50677 3.57124  0.10
66 H -1.62124 -0.27384 3.38956  0.11
67 C -6.51833 -1.24813 0.06708  -0.15
68 C -5.50199 -2.20625 -0.52779  -0.17
69 O -4.30469 -1.80829 0.11383  -0.20
70 S -4.61252 -1.59163 1.67581  0.63
71 O -3.77305 -0.54590 2.16983  -0.21
72 O -4.56309 -2.89633 2.24691  -0.21
73 O -6.11495 -1.08988 1.43177  -0.18
74 H -7.57176 -1.50144 -0.02378  0.14
75 H -6.43667 -0.25347 -0.38566  0.14
76 H -5.44813 -2.28381 -1.60906  0.14
77 H -5.77038 -3.22819 -0.22679  0.13
78 C -0.66965 5.94060 1.65215  -0.13
79 C -1.70076 6.13991 0.51650  -0.15
80 O -2.26371 4.85821 0.27188  -0.18
81 S -1.48886 3.68804 1.03018  0.62
82 O -1.18083 2.63996 0.11598  -0.19
83 O -2.12280 3.38775 2.27324  -0.22
84 O -0.20812 4.60303 1.34544  -0.26
85 H -1.05180 5.91269 2.67078  0.13
86 H 0.23215 6.53705 1.55328  0.14
87 H -1.23173 6.55428 -0.37091  0.13
88 H -2.47554 6.81324 0.88335  0.13
89 C 1.63512 -5.44288 -3.60991  -0.16
90 C 0.37427 -6.13184 -4.10252  -0.16
91 O -0.58564 -5.08097 -4.09576  -0.17
92 S -0.31513 -4.08433 -2.87049  0.63
93 O -1.16091 -4.34089 -1.75742  -0.22
94 O -0.30130 -2.72330 -3.33557  -0.22
95 O 1.16954 -4.61212 -2.54960  -0.19
96 H 2.07245 -4.82239 -4.39839  0.12
97 H 2.46129 -6.03221 -3.21925  0.15
98 H 0.05305 -6.95681 -3.46545  0.14
99 H 0.60613 -6.55551 -5.07921  0.14
100 C 2.97326 2.79625 -0.44611  -0.14
101 C 4.10334 3.66329 -1.02105  -0.13
102 O 4.78473 2.74729 -1.90462  -0.18
103 S 3.64497 2.00068 -2.72256  0.63
104 O 4.14209 0.75059 -3.18274  -0.21
105 O 2.99528 2.88684 -3.63478  -0.22
106 O 2.74797 1.76360 -1.41636  -0.21
107 H 2.07498 3.33512 -0.14564  0.12
108 H 3.25494 2.26672 0.46695  0.13
109 H 4.81673 4.08457 -0.32461  0.14
110 H 3.68746 4.44302 -1.66372  0.12

Arrangement ii

10 unconnected molecules or ions with the total composition C20H40O40S10, computed with ωB97M-V with the def2-TZVPD basis set.

2S+1: 1
HOMO energy in eV: -10.990
Total charge: 0
SMILES string: O=S1(=O)OCCO1.O=S1(=O)OCCO1.O=S1(=O)OCCO1.O=S1(=O)OCCO1.O=S1(=O)OCCO1.O=S1(=O)OCCO1.O=S1(=O)OCCO1.O=S1(=O)OCCO1.O=S1(=O)OCCO1.O=S1(=O)OCCO1

Each line ends with the Löwdin charge.
Geometry (Å):
1 C 3.30939 4.59810 1.32386  -0.18
2 C 3.26173 5.30395 0.01584  -0.15
3 O 2.25036 4.52172 -0.66800  -0.23
4 S 0.94053 4.38068 0.32860  0.68
5 O 0.33913 3.09286 0.14139  -0.22
6 O 0.10636 5.55110 0.23098  -0.21
7 O 1.96726 4.31733 1.60031  -0.22
8 H 3.82524 5.16670 2.09932  0.15
9 H 3.90750 3.68673 1.21461  0.14
10 H 4.23682 5.32122 -0.46231  0.14
11 H 2.74998 6.27002 0.02037  0.13
12 C -2.41936 -0.00117 0.28498  -0.12
13 C -1.72885 0.67625 -0.90096  -0.17
14 O -0.46102 0.05420 -0.98008  -0.20
15 S 0.04019 -0.54762 0.42264  0.66
16 O 1.11517 0.22026 0.98941  -0.24
17 O 0.18801 -1.98189 0.34102  -0.21
18 O -1.33020 -0.05362 1.21886  -0.22
19 H -2.74539 -1.01848 0.07284  0.12
20 H -3.16759 0.70711 0.63062  0.15
21 H -1.63587 1.75947 -0.85975  0.12
22 H -2.33022 0.45939 -1.78800  0.12
23 C 0.29676 3.67542 -4.91907  -0.16
24 C 0.17635 3.69455 -3.41790  -0.12
25 O -0.42320 2.41162 -3.10074  -0.22
26 S 0.13650 1.25134 -4.07552  0.68
27 O -0.96449 0.46584 -4.54985  -0.20
28 O 1.27723 0.57773 -3.50769  -0.24
29 O 0.51680 2.31564 -5.28058  -0.18
30 H 1.15051 4.21859 -5.32821  0.14
31 H -0.54499 4.13796 -5.43994  0.14
32 H -0.50237 4.29994 -2.81992  0.15
33 H 1.15114 3.64245 -2.92230  0.12
34 C 4.05023 1.24626 -2.39299  -0.16
35 C 3.30179 0.51331 -1.30680  -0.18
36 O 4.31825 -0.09834 -0.50498  -0.21
37 S 5.82965 0.46087 -0.88332  0.66
38 O 6.67400 -0.68847 -0.80840  -0.22
39 O 6.07161 1.64552 -0.12091  -0.23
40 O 5.44244 0.83240 -2.40403  -0.18
41 H 4.05647 2.30566 -2.11531  0.12
42 H 3.68005 1.21000 -3.41111  0.12
43 H 2.80165 -0.36599 -1.71324  0.12
44 H 2.66874 1.19503 -0.74606  0.12
45 C 3.98367 -3.02929 0.58145  -0.14
46 C 3.25287 -2.59611 1.86681  -0.16
47 O 2.31483 -3.62848 2.16034  -0.21
48 S 2.60274 -4.97234 1.33107  0.61
49 O 1.62731 -5.12538 0.29507  -0.24
50 O 2.74406 -6.10434 2.18093  -0.21
51 O 3.98133 -4.44871 0.71783  -0.19
52 H 5.03762 -2.78348 0.51603  0.14
53 H 3.29033 -2.82571 -0.24235  0.13
54 H 2.63280 -1.71397 1.71944  0.10
55 H 3.96056 -2.53046 2.69591  0.14
56 C -0.25885 -1.29495 5.72440  -0.16
57 C -0.07044 -1.71302 4.24453  -0.16
58 O 1.17893 -1.16378 3.89069  -0.23
59 S 2.20122 -1.13155 5.12816  0.65
60 O 3.09206 -0.01123 5.01142  -0.21
61 O 2.64396 -2.47754 5.35226  -0.21
62 O 0.98626 -0.76331 6.13740  -0.18
63 H -0.56753 -2.12319 6.36159  0.13
64 H -1.03719 -0.53939 5.80434  0.11
65 H -0.86699 -1.35373 3.59606  0.12
66 H -0.09222 -2.80327 4.17903  0.12
67 C -6.59298 0.53258 -2.80409  -0.14
68 C -5.18875 -0.03944 -3.23998  -0.15
69 O -4.30569 1.07699 -3.09850  -0.24
70 S -5.14603 2.45322 -3.38340  0.67
71 O -5.51250 2.55619 -4.76956  -0.22
72 O -4.50495 3.54721 -2.71280  -0.23
73 O -6.35930 1.89715 -2.44285  -0.20
74 H -7.02969 0.06333 -1.92993  0.13
75 H -7.23089 0.45702 -3.68430  0.12
76 H -5.12501 -0.44223 -4.24482  0.12
77 H -4.83293 -0.71142 -2.46156  0.12
78 C 0.03803 -2.78175 -2.82655  -0.17
79 C 0.35412 -2.84043 -4.33967  -0.12
80 O -0.92304 -2.97841 -4.95600  -0.20
81 S -2.18864 -2.99568 -3.98565  0.65
82 O -2.57157 -4.35570 -3.69985  -0.22
83 O -3.15298 -2.06422 -4.47345  -0.22
84 O -1.32667 -2.40560 -2.73660  -0.21
85 H 0.65573 -2.00612 -2.37393  0.10
86 H 0.30881 -3.66885 -2.25284  0.13
87 H 0.85206 -3.75718 -4.64797  0.13
88 H 0.83009 -1.92264 -4.67465  0.11
89 C -0.14270 2.11176 3.67826  -0.17
90 C 0.34296 3.54626 3.85720  -0.15
91 O -0.43974 4.09092 4.94947  -0.18
92 S -1.52627 2.97442 5.50583  0.68
93 O -2.81774 3.04917 4.86536  -0.23
94 O -1.44539 2.83567 6.94285  -0.23
95 O -0.68198 1.72439 4.94121  -0.20
96 H 0.64089 1.42258 3.37502  0.12
97 H -0.88128 2.14345 2.87487  0.12
98 H 0.23487 4.15959 2.96974  0.10
99 H 1.38258 3.61636 4.17476  0.13
100 C -2.88305 -4.76806 2.43315  -0.16
101 C -2.01206 -3.72187 1.72980  -0.19
102 O -2.17380 -4.05666 0.35228  -0.20
103 S -3.71162 -4.52109 0.05468  0.68
104 O -3.76604 -5.65935 -0.84970  -0.23
105 O -4.58979 -3.45955 -0.35846  -0.25
106 O -3.99634 -5.05821 1.58288  -0.17
107 H -3.22131 -4.28750 3.35175  0.13
108 H -2.26322 -5.61857 2.70460  0.14
109 H -0.96970 -3.75256 2.03798  0.12
110 H -2.34816 -2.68359 1.80534  0.11

The structure with the most favorable energy is arrangement i; the runner-up is 1.486 eV above it.